1.
Density functional theory data (the ωB97M-V functional and the def2-TZVPD basis) for a cluster of 2 separate species, C2H3NO2 in total.

Results
Structure (SMILES)   C#[N+][O-].C=O
Total energy   -283.093495 Eh
Multiplicity   1
ΔE to the lowest compared entry with this formula, charge and spin   103.2 kcal per mole
Total charge   0

```
8
Properties=species:S:1:pos:R:3:lowdin_charge:R:1
C -1.63279 1.07622 0.01566 0.1324
C 1.74946 -0.41973 -0.00430 -0.1291
N -1.99349 -0.03844 0.04024 -0.2305
O 1.31492 0.65910 -0.28593 -0.0032
O -2.60012 -1.03076 0.25593 0.0275
H -0.90283 1.74391 -0.36646 0.0558
H 1.52467 -1.43111 -0.35955 0.0832
H 2.54017 -0.55921 0.70442 0.0638
```



2.
Density functional theory data (the ωB97M-V functional and the def2-TZVPD basis) for an isolated molecule of C3H7NO2.

Results
Structure (SMILES)   [H]/N=C(/O)CCO
Total energy   -323.729052 Eh
Multiplicity   1
ΔE to the lowest compared entry with this formula, charge and spin   32.6 kcal per mole
Total charge   0

```
13
Properties=species:S:1:pos:R:3:lowdin_charge:R:1
N -0.73755 -1.21159 -1.02892 0.1252
C -0.94413 -0.05070 -0.53475 -0.4982
O -2.24677 0.25310 -0.55943 0.0562
C 0.01315 0.95566 0.05758 -0.0901
C 1.27327 0.25193 0.55780 -0.2800
O 0.99291 -0.67478 1.58150 -0.0584
H -2.46965 -0.61143 -1.00489 0.1230
H 0.20673 -1.53155 -1.16199 0.0506
H -0.47316 1.48696 0.88374 0.1286
H 0.26309 1.70596 -0.70436 0.1306
H 1.78197 -0.22842 -0.29404 0.1135
H 1.97284 0.97733 0.98146 0.1215
H 0.36733 -1.32246 1.22630 0.0776
```



3.
Density functional theory data (the ωB97M-V functional and the def2-TZVPD basis) for a structure of composition C33H46GeN4OPS3SeTi.

Results
Total energy   -8442.991371 Eh
Multiplicity   3
ΔE to the lowest compared entry with this formula, charge and spin   0.0 kcal per mole
Total charge   +1

```
91
Properties=species:S:1:pos:R:3:lowdin_charge:R:1
Ti 0.92272 1.71187 0.41106 0.5930
C -1.28208 1.79648 3.54368 -0.0634
C 0.19992 1.79391 3.69138 -0.6230
N 1.04896 1.83012 2.69695 -0.0025
C 2.35474 1.75226 3.14876 -0.3240
C 2.48727 1.65871 4.49466 -0.3166
S 0.94563 1.65777 5.22664 1.1091
C 3.41550 1.82777 2.15121 -0.3152
C 4.75183 1.78567 2.36789 -0.3183
S 5.58462 1.97700 0.89211 1.1013
C 4.09447 2.10814 0.05539 -0.6303
N 3.03528 1.99774 0.82768 -0.0253
C 4.04964 2.27868 -1.42338 -0.0778
H -1.54883 2.20212 2.56885 0.0454
H -1.75762 2.38022 4.33090 0.0879
H -1.65801 0.77300 3.60187 0.0793
H 3.39184 1.60449 5.07692 0.0853
H 5.27136 1.66346 3.30339 0.0850
H 5.00520 2.63399 -1.80615 0.0829
H 3.26931 2.99023 -1.69232 0.0715
H 3.82002 1.32407 -1.90322 0.0643
C 1.28479 1.93773 -4.31651 -0.2315
S 1.15326 1.04934 -2.77037 0.8641
C -0.33542 0.14546 -3.13408 -0.2560
O 0.77706 2.14854 -1.78109 -0.6564
H 0.37911 2.52164 -4.47565 0.0660
H 1.43187 1.21953 -5.12288 0.0661
H 2.15069 2.59369 -4.24852 0.0537
H -0.10549 -0.57786 -3.91792 0.0692
H -1.11802 0.83711 -3.44237 0.0513
H -0.61195 -0.37262 -2.21940 -0.0051
N 0.42666 4.00842 0.36782 0.0221
H -0.56488 4.22138 0.32587 0.0413
H 0.82655 4.32653 -0.51068 0.0480
H 0.82698 4.57253 1.11011 0.0587
C -6.41021 3.28975 -0.87729 -0.2183
Ge -4.88144 2.16235 -1.32540 0.7452
C -5.36379 0.27061 -1.30908 -0.2204
C -4.14084 2.63186 -3.07221 -0.2074
C -3.44483 2.50591 -0.01237 -0.5774
Se -1.98164 1.20953 -0.13851 0.8994
C -2.73309 -0.11250 1.06596 -0.3619
H -7.20724 3.17280 -1.61180 0.0222
H -6.11865 4.34041 -0.85686 0.0205
H -6.80902 3.02450 0.10231 0.0208
H -6.12205 0.08021 -2.06944 0.0253
H -5.76856 -0.03381 -0.34337 0.0243
H -4.49117 -0.34305 -1.53957 0.0036
H -4.80302 2.30884 -3.87578 0.0251
H -3.17431 2.14426 -3.20937 -0.0054
H -3.99959 3.70993 -3.15864 0.0234
H -3.80562 2.51742 1.01755 0.0175
H -3.01604 3.48879 -0.21943 0.0065
H -3.49574 -0.69528 0.55691 0.0111
H -3.16832 0.38584 1.92965 0.0218
H -1.91367 -0.75422 1.38497 0.0029
N 0.83546 -0.24906 0.09859 -0.3599
P 0.98516 -1.77666 0.21416 0.7352
C 0.32116 -2.49155 1.75549 -0.2851
C -0.28193 -3.74293 1.84416 -0.0853
C -0.74095 -4.21585 3.06744 -0.0696
C -0.59038 -3.44731 4.21207 -0.0758
C 0.02540 -2.20397 4.13503 -0.0761
C 0.47487 -1.72963 2.91261 -0.0853
C 0.14139 -2.68528 -1.12162 -0.2948
C 0.84229 -3.14769 -2.23200 -0.0774
C 0.16262 -3.65892 -3.33142 -0.0798
C -1.22355 -3.71206 -3.32961 -0.0789
C -1.93268 -3.25461 -2.22489 -0.0702
C -1.25324 -2.74219 -1.13091 -0.1027
C 2.69308 -2.41381 0.16189 -0.2864
C 3.71136 -1.50347 -0.09224 -0.0801
C 5.03508 -1.92242 -0.13748 -0.0767
C 5.34373 -3.25781 0.07428 -0.0776
C 4.33024 -4.17375 0.33274 -0.0717
C 3.01041 -3.75335 0.37733 -0.0763
H -0.40893 -4.35049 0.95625 0.1048
H -1.21672 -5.18625 3.12499 0.1076
H -0.94638 -3.81900 5.16420 0.1065
H 0.15815 -1.60829 5.03065 0.0949
H 0.94853 -0.75902 2.83341 0.0803
H 1.92527 -3.11132 -2.23972 0.1072
H 0.71817 -4.02276 -4.18646 0.1070
H -1.75219 -4.11604 -4.18343 0.1066
H -3.01449 -3.30064 -2.21706 0.1070
H -1.81218 -2.37684 -0.27671 0.0912
H 3.44087 -0.46601 -0.24849 0.0673
H 5.82460 -1.20785 -0.33596 0.0951
H 6.37381 -3.58858 0.04074 0.1059
H 4.57181 -5.21505 0.50170 0.1071
H 2.22609 -4.47281 0.58349 0.1075
```



4.
Density functional theory data (the ωB97M-V functional and the def2-TZVPD basis) for the ion C2H8N3P2 with charge +1.

Results
Total energy   -927.523757 Eh
Multiplicity   1
ΔE to the lowest compared entry with this formula, charge and spin   106.0 kcal per mole
Total charge   +1

```
15
Properties=species:S:1:pos:R:3:lowdin_charge:R:1
C 0.14881 0.55357 0.62992 -0.2058
C 0.75947 -1.67636 1.40056 -0.0560
N 2.17322 1.34575 -1.10951 -0.1928
N 0.33946 -0.32012 1.56326 -0.0934
N -1.91326 -0.03250 -0.48853 -0.3383
P 0.74773 0.62535 -1.06624 0.8018
P -1.49125 0.85921 -1.70508 0.6413
H 0.47453 -2.05754 0.45229 0.0888
H 1.79194 -1.69564 1.55986 0.0862
H 0.61011 -2.27523 2.28006 0.1036
H 2.31380 2.12989 -1.65260 -0.0419
H 0.32302 -0.11184 2.60570 0.1978
H -2.58498 0.01350 0.29895 0.0513
H -1.90620 0.38749 -2.91865 -0.0320
H -1.78639 2.25448 -1.84999 -0.0106
```



5.
Density functional theory data (the ωB97M-V functional and the def2-TZVPD basis) for a structure of composition C39H40BrClIrN2O5P2.

Results
Total energy   -5816.313178 Eh
Multiplicity   2
ΔE to the lowest compared entry with this formula, charge and spin   14.5 kcal per mole
Total charge   +2

```
91
Properties=species:S:1:pos:R:3:lowdin_charge:R:1
Ir 0.69498 -0.03325 -0.23019 1.2910
C 0.74101 1.29383 3.25542 -0.1313
P 0.08803 -0.45197 3.17234 0.8290
C -1.69485 -0.43810 3.52614 -0.2675
C -2.47961 0.68289 3.73233 -0.0843
C -3.84886 0.53195 3.90007 -0.0568
C -4.42367 -0.72976 3.86782 -0.0506
C -3.63289 -1.85046 3.65601 -0.0561
C -2.26831 -1.70457 3.48565 -0.0815
C 0.89683 -1.40826 4.47527 -0.3094
C 1.20866 -2.73671 4.19755 -0.0924
C 1.80078 -3.52039 5.16841 -0.0468
C 2.10308 -2.97395 6.40685 -0.0416
C 1.76884 -1.65593 6.68703 -0.0490
C 1.16469 -0.86489 5.72610 -0.0632
C 0.34491 2.17868 2.16470 -0.2772
C -0.19038 3.50235 2.28260 0.0390
C -0.17915 4.04795 1.02259 0.0393
C 0.35823 3.05723 0.16127 -0.3131
C 0.75595 3.14759 -1.25401 -0.2012
P 0.25762 1.57576 -2.11624 1.0634
C -1.35445 1.88869 -2.90085 -0.3503
C -2.12458 0.77233 -3.22505 -0.1144
C -3.33026 0.92558 -3.88202 -0.0432
C -3.78185 2.19662 -4.20316 -0.0355
C -3.02425 3.30794 -3.87137 -0.0425
C -1.80804 3.16357 -3.22743 -0.0608
C 1.33959 1.36085 -3.55359 -0.3653
C 2.39752 2.18978 -3.90682 -0.0759
C 3.18025 1.86138 -5.00184 -0.0505
C 2.92629 0.71046 -5.72925 -0.0410
C 1.87564 -0.12303 -5.37425 -0.0463
C 1.08742 0.20044 -4.29022 -0.1091
N 0.62116 1.93787 0.86462 -0.0111
H 1.82204 1.08831 3.19925 0.1030
H 0.50107 1.73700 4.22138 0.1137
H -2.03073 1.66511 3.75273 0.0989
H -4.45819 1.40775 4.06497 0.1152
H -5.48855 -0.84370 4.01011 0.1171
H -4.06808 -2.83974 3.63188 0.1175
H -1.63703 -2.56797 3.31802 0.1109
H 1.01578 -3.13825 3.21152 0.1076
H 2.04458 -4.54705 4.94747 0.1156
H 2.59198 -3.57505 7.15830 0.1166
H 1.98325 -1.23740 7.65740 0.1151
H 0.91584 0.15981 5.95493 0.1072
H -0.48540 3.98350 3.19355 0.1290
H -0.46908 5.03490 0.72750 0.1265
H 1.85168 3.14614 -1.30406 0.1099
H 0.37954 4.05954 -1.71585 0.1012
H -1.76997 -0.21171 -2.95270 0.0835
H -3.92580 0.06163 -4.13706 0.1199
H -4.72486 2.32561 -4.70908 0.1206
H -3.38203 4.29703 -4.11181 0.1206
H -1.22494 4.04496 -3.01012 0.1022
H 2.60651 3.09990 -3.36404 0.1054
H 3.99313 2.51147 -5.28550 0.1192
H 3.54103 0.46536 -6.58001 0.1199
H 1.67563 -1.02116 -5.93874 0.1215
H 0.26254 -0.43862 -4.00642 0.0971
O 4.14873 -1.83347 1.22848 -0.3850
Cl 2.95863 -1.17346 1.68782 0.8460
O 3.02277 -0.70198 3.06158 -0.4183
O 2.74560 0.05001 0.82964 -0.5520
O 0.26615 -1.07598 1.82480 -0.4508
C -2.64128 1.08669 0.30944 -0.0394
C -2.82735 -0.36071 -0.10223 -0.2179
O -1.55819 -0.93827 -0.41615 -0.3034
C -1.51290 -2.36801 -0.37848 -0.2546
C -2.01105 -2.98954 -1.67720 -0.0422
H -3.60239 1.51542 0.57670 0.1027
H -2.20772 1.66572 -0.50337 0.0490
H -1.98487 1.13822 1.17527 0.0445
H -3.48084 -0.42010 -0.98145 0.1229
H -3.28916 -0.91902 0.72107 0.1258
H -2.10623 -2.72377 0.47214 0.1261
H -0.46094 -2.62663 -0.19442 0.1012
H -3.03710 -2.69125 -1.87658 0.0831
H -1.98130 -4.07131 -1.59597 0.0934
H -1.39156 -2.68590 -2.51794 0.0659
Br 2.77890 -4.45034 -3.80723 0.8216
C 3.12570 -2.76998 -3.02576 -0.6518
C 4.35138 -2.13205 -3.18137 -0.0565
C 4.50912 -0.88270 -2.60829 0.0008
C 3.45948 -0.32398 -1.89378 -0.1409
N 2.29851 -0.95383 -1.73215 -0.0587
C 2.12636 -2.14488 -2.28521 -0.1839
H 5.15410 -2.60724 -3.72556 0.1241
H 5.43974 -0.34429 -2.71031 0.1300
H 3.55220 0.64694 -1.42910 0.1143
H 1.16521 -2.62417 -2.16451 0.0954
```